Entry P
{"formula": "C2H4ClNS", "method": "the ωB97M-V functional and the def2-TZVPD basis", "symbols": ["C", "C", "N", "S", "Cl", "H", "H", "H", "H"], "xyz": [[-0.528, -0.594, 1.468], [0.534, 0.606, -0.759], [-0.842, 0.340, -0.382], [0.953, -1.121, 1.665], [-1.505, -1.007, -1.270], [-1.420, -0.347, 1.971], [1.367, 0.038, -0.316], [0.773, 0.505, -1.751], [0.668, 1.579, -0.626]], "mulliken_charge": [0.065, -0.826, -0.335, -0.182, -0.124, 0.402, 0.260, 0.370, 0.370], "multiplicity": 1, "gap_ha": [0.282, 0.282], "e_homo_ev": [-8.70, -8.70]}

Entry Q
{"formula": "C2H4ClNS", "method": "the ωB97M-V functional and the def2-TZVPD basis", "symbols": ["S", "N", "C", "C", "Cl", "H", "H", "H", "H"], "xyz": [[-2.358, -0.450, -0.064], [-1.261, 0.868, -0.003], [-0.037, 0.898, -0.001], [0.867, -0.356, 0.148], [2.538, -0.145, -0.039], [-3.459, 0.242, 0.527], [0.535, 1.976, -0.184], [0.711, -0.691, 1.229], [0.635, -1.176, -0.739]], "mulliken_charge": [-0.139, -0.384, 0.086, -0.338, -0.179, 0.178, 0.247, 0.276, 0.254], "smiles": "S/N=C\\CCl", "multiplicity": 1, "gap_ha": 0.356, "e_homo_ev": -8.96}

Stability ranking, top and bottom: entry Q is the most stable and entry P is the least stable.

Entry P
{"formula": "C3H11N2O2", "method": "the ωB97M-V functional and the def2-TZVPD basis", "symbols": ["C", "C", "C", "N", "N", "O", "O", "H", "H", "H", "H", "H", "H", "H", "H", "H", "H", "H"], "xyz": [[1.041, -1.380, 0.653], [-1.556, 0.098, 0.502], [1.727, -0.206, -0.202], [-2.004, -0.499, -0.544], [-1.095, 1.486, 0.244], [1.529, 1.096, 0.292], [1.196, -0.286, -1.486], [1.028, -2.305, 0.107], [1.217, -1.362, 1.720], [-0.732, -0.603, 1.134], [2.926, -0.495, -0.245], [-2.545, -1.343, -0.505], [-1.816, -0.164, -1.526], [-1.591, 2.244, 0.671], [-0.883, 1.649, -0.825], [-0.075, 1.571, 0.599], [2.241, 1.087, 1.005], [1.769, -0.780, -2.122]], "mulliken_charge": [-1.098, -0.208, 0.298, -0.256, -0.315, -0.598, -0.507, 0.353, 0.398, 0.298, 0.341, 0.246, 0.186, 0.356, 0.393, 0.376, 0.390, 0.345], "charge": 1, "multiplicity": 1, "gap_ha": [0.282, 0.325], "e_homo_ev": [-11.65, -12.52]}

Entry Q
{"formula": "C3H11N2O2", "method": "the ωB97M-V functional and the def2-TZVPD basis", "symbols": ["O", "C", "N", "C", "N", "C", "H", "H", "H", "H", "H", "H", "H", "H", "H", "H", "H", "O"], "xyz": [[-0.041, -1.223, 2.077], [0.381, -1.605, 1.056], [0.692, -2.896, 0.728], [0.455, -0.648, -0.167], [0.199, 0.706, 0.343], [-1.264, 1.049, 0.412], [0.724, -3.721, 1.379], [0.965, -3.106, -0.212], [1.420, -0.814, -0.577], [-0.336, -0.883, -1.051], [0.746, 1.450, -0.081], [0.751, 0.633, 1.386], [-1.233, 2.155, 0.210], [-1.668, 0.930, 1.452], [-1.885, 0.279, -0.043], [-0.670, 2.764, -1.902], [0.623, 2.617, -2.944], [0.141, 2.314, -2.065]], "mulliken_charge": [-0.510, 0.700, -0.380, -0.969, -0.155, -0.938, 0.265, 0.186, 0.460, 0.337, 0.465, 0.461, 0.411, 0.338, 0.321, 0.305, 0.327, -0.625], "charge": 1, "multiplicity": 1, "gap_ha": 0.423, "e_homo_ev": -14.60}

Entry R
{"formula": "C3H11N2O2", "method": "the ωB97M-V functional and the def2-TZVPD basis", "symbols": ["N", "C", "C", "C", "N", "O", "H", "H", "H", "H", "H", "H", "H", "H", "H", "H", "H", "O"], "xyz": [[1.205, -0.099, -2.850], [-1.147, -0.607, -0.251], [-2.183, -1.434, 0.309], [-0.162, 0.113, 0.489], [-0.073, -0.124, 1.828], [0.617, 0.895, -0.047], [2.069, -0.626, -2.931], [1.278, 0.464, -2.012], [1.201, 0.509, -3.661], [-1.168, -0.460, -1.331], [-1.931, -2.497, 0.571], [-2.549, -1.023, 1.256], [-3.021, -1.651, -0.362], [0.739, 0.246, 2.323], [-0.369, -1.007, 2.224], [2.043, 3.178, 1.703], [1.401, 1.901, 1.057], [2.052, 2.223, 1.685]], "mulliken_charge": [-0.672, 0.337, -1.271, 0.681, -0.393, -0.671, 0.248, 0.258, 0.254, 0.422, 0.417, 0.414, 0.360, 0.261, 0.262, 0.311, 0.428, -0.647], "charge": 1, "multiplicity": 1, "gap_ha": 0.181, "e_homo_ev": -13.59}

Stability ranking, top and bottom: entry Q is the most stable and entry P is the least stable.

Entry P
{"formula": "CF3NO3S", "method": "the ωB97M-V functional and the def2-TZVPD basis", "symbols": ["C", "N", "O", "O", "O", "F", "F", "F", "S"], "xyz": [[1.187, 0.334, 0.025], [-1.651, 0.133, -0.140], [-1.946, 0.964, -0.922], [-2.072, -0.242, 0.892], [0.070, -2.125, 0.281], [2.453, -0.058, 0.071], [1.103, 1.412, -0.750], [0.787, 0.661, 1.249], [0.069, -1.079, -0.706]], "mulliken_charge": [0.720, 0.763, -0.484, -0.419, -0.429, -0.203, -0.213, -0.201, 0.466], "multiplicity": 1, "gap_ha": [0.330, 0.329], "e_homo_ev": [-10.27, -10.26]}

Entry Q
{"formula": "CF3NO3S", "method": "the ωB97M-V functional and the def2-TZVPD basis", "symbols": ["C", "N", "O", "O", "O", "F", "F", "F", "S"], "xyz": [[0.661, 1.091, -0.258], [-1.224, -1.119, 0.599], [-1.865, -0.172, 0.943], [-0.986, -2.218, 0.982], [1.065, -1.623, -0.700], [1.590, 1.516, -1.070], [-0.391, 1.808, -0.519], [1.066, 1.344, 1.029], [0.084, -0.628, -1.005]], "mulliken_charge": [0.714, 0.760, -0.448, -0.439, -0.444, -0.213, -0.205, -0.207, 0.481], "multiplicity": 1, "gap_ha": 0.334, "e_homo_ev": -10.25}

Stability ranking, top and bottom: entry P is the most stable and entry Q is the least stable.

Entry P
{"formula": "C3H11N3P", "method": "the ωB97M-V functional and the def2-TZVPD basis", "symbols": ["C", "C", "N", "N", "C", "N", "P", "H", "H", "H", "H", "H", "H", "H", "H", "H", "H", "H"], "xyz": [[2.462, 0.597, -0.635], [1.153, 0.713, 0.152], [-0.122, 1.008, -0.500], [-1.046, 0.145, -0.028], [-2.288, 0.182, -0.349], [-3.148, -0.677, 0.209], [0.609, -0.813, 0.959], [2.402, 0.942, -1.688], [2.655, -0.426, -0.545], [3.170, 1.187, -0.058], [1.372, 1.549, 0.915], [-0.177, 1.281, -1.518], [-2.604, 0.968, -1.047], [-3.985, -0.953, -0.305], [-2.780, -1.201, 0.991], [0.807, -1.764, -0.044], [-0.250, -1.367, 1.853], [1.770, -1.370, 1.639]], "mulliken_charge": [-1.001, 0.125, -0.391, -0.199, 0.068, -0.349, -0.091, 0.328, 0.342, 0.323, 0.281, 0.304, 0.351, 0.238, 0.206, 0.140, 0.131, 0.196], "smiles": "C[C@H]1NN(C=[NH2+])[PH3]1", "charge": 1, "multiplicity": 1, "gap_ha": 0.327, "e_homo_ev": -12.25}

Entry Q
{"formula": "C3H11N3P", "method": "the ωB97M-V functional and the def2-TZVPD basis", "symbols": ["C", "C", "P", "N", "N", "C", "N", "H", "H", "H", "H", "H", "H", "H", "H", "H", "H", "H"], "xyz": [[2.860, -0.908, -0.644], [2.006, 0.079, 0.100], [0.515, 0.391, 0.816], [-1.570, 0.628, 0.207], [-1.758, 1.981, 0.451], [-2.368, -0.272, -0.297], [-1.836, -1.505, -0.671], [3.786, -1.185, -0.009], [3.282, -0.516, -1.645], [2.282, -1.792, -0.784], [2.399, 1.143, 0.082], [0.044, -0.635, 1.652], [0.695, 1.613, 1.509], [-2.717, 2.264, 0.476], [-1.008, 2.605, 0.143], [-3.363, 0.006, -0.283], [-2.383, -2.264, -0.321], [-0.866, -1.634, -0.782]], "mulliken_charge": [-0.892, -0.028, -0.005, 0.029, -0.614, 0.160, -0.381, 0.285, 0.301, 0.293, 0.186, 0.193, 0.198, 0.206, 0.260, 0.373, 0.229, 0.206], "smiles": "CC=[PH2]N(N)C=[NH2+]", "charge": 1, "multiplicity": 1, "gap_ha": 0.333, "e_homo_ev": -12.81}

Stability ranking, top and bottom: entry P is the most stable and entry Q is the least stable.

Entry P
{"formula": "C32H46HfIN5O2Si", "method": "the ωB97M-V functional and the def2-TZVPD basis", "symbols": ["Hf", "C", "C", "C", "C", "C", "C", "N", "N", "C", "C", "C", "C", "C", "C", "H", "H", "H", "H", "H", "H", "H", "H", "H", "N", "C", "O", "C", "I", "H", "H", "H", "H", "N", "C", "O", "C", "C", "C", "N", "C", "C", "H", "H", "H", "H", "H", "H", "C", "C", "C", "C", "Si", "C", "C", "C", "C", "C", "C", "C", "C", "H", "H", "H", "H", "H", "H", "H", "H", "H", "H", "H", "H", "H", "H", "H", "H", "H", "H", "H", "H", "H", "H", "H", "H", "H", "H", "H"], "xyz": [[-0.222, -0.058, -0.788], [4.697, 2.785, 0.780], [4.206, 1.495, 0.915], [3.106, 1.097, 0.170], [2.509, 1.988, -0.711], [2.996, 3.284, -0.851], [4.091, 3.674, -0.102], [1.341, 1.551, -1.442], [0.993, 2.304, -2.379], [-0.217, 1.987, -3.020], [-0.546, 2.767, -4.119], [-1.764, 2.552, -4.752], [-2.631, 1.587, -4.264], [-2.283, 0.812, -3.154], [-1.061, 0.980, -2.516], [5.544, 3.105, 1.372], [4.674, 0.801, 1.600], [2.724, 0.093, 0.283], [2.508, 3.975, -1.523], [4.474, 4.680, -0.203], [0.144, 3.529, -4.458], [-2.043, 3.151, -5.608], [-3.590, 1.436, -4.742], [-2.990, 0.067, -2.803], [-2.751, -3.408, -1.231], [-1.731, -2.817, -1.808], [-1.185, -1.835, -1.231], [-1.250, -3.416, -3.098], [-0.134, -2.137, -4.351], [-3.086, -3.075, -0.334], [-3.199, -4.213, -1.642], [-2.095, -3.774, -3.680], [-0.607, -4.265, -2.860], [5.354, -4.430, -3.005], [4.137, -4.702, -2.495], [3.648, -5.807, -2.427], [3.317, -3.524, -1.999], [3.468, -2.213, -2.418], [2.576, -1.257, -1.970], [1.574, -1.537, -1.122], [1.454, -2.810, -0.693], [2.286, -3.819, -1.113], [5.914, -5.209, -3.315], [5.792, -3.530, -2.938], [4.238, -1.918, -3.117], [2.657, -0.238, -2.317], [0.658, -3.013, 0.012], [2.147, -4.839, -0.780], [-1.630, 3.025, 3.165], [-0.792, 2.401, 2.039], [0.684, 2.563, 2.429], [-1.006, 3.207, 0.747], [-1.239, 0.545, 1.709], [-0.370, -0.693, 2.908], [-0.496, -0.274, 4.379], [-0.963, -2.099, 2.749], [1.117, -0.793, 2.544], [-3.173, 0.298, 1.631], [-3.826, 1.439, 0.838], [-3.568, -0.988, 0.893], [-3.785, 0.248, 3.040], [-1.304, 4.057, 3.332], [-1.509, 2.488, 4.107], [-2.693, 3.059, 2.933], [0.912, 3.629, 2.524], [1.365, 2.154, 1.681], [0.915, 2.102, 3.388], [-0.589, 4.213, 0.863], [-2.054, 3.322, 0.481], [-0.495, 2.760, -0.118], [-1.537, -0.163, 4.685], [0.015, 0.665, 4.585], [-0.045, -1.038, 5.021], [-1.984, -2.162, 3.123], [-0.366, -2.816, 3.321], [-0.966, -2.434, 1.702], [1.650, 0.148, 2.666], [1.263, -1.136, 1.509], [1.611, -1.535, 3.182], [-3.390, 1.557, -0.160], [-3.763, 2.397, 1.349], [-4.891, 1.221, 0.705], [-3.198, -0.982, -0.136], [-4.661, -1.050, 0.841], [-3.211, -1.891, 1.394], [-3.525, 1.121, 3.637], [-3.469, -0.639, 3.591], [-4.876, 0.215, 2.966]], "mulliken_charge": [0.714, -0.635, -0.920, 0.210, 0.014, -0.471, -0.760, 1.475, -1.017, -0.090, -0.168, -0.826, -0.765, -0.062, 0.183, 0.444, 0.453, 0.385, 0.508, 0.439, 0.522, 0.441, 0.489, 0.419, -0.172, 0.319, -0.023, -1.482, 0.164, 0.165, 0.287, 0.655, 0.493, -0.322, 0.159, -0.579, 0.719, -0.976, -0.576, 0.561, -0.291, -0.704, 0.260, 0.174, 0.419, 0.396, -0.005, 0.602, -1.755, 2.886, -2.136, -1.981, -1.862, 2.708, -1.539, -2.040, -1.977, 2.733, -1.957, -1.292, -1.774, 0.560, 0.348, 0.351, 0.616, 0.377, 0.319, 0.552, 0.247, 0.675, 0.317, 0.317, 0.552, 0.400, 0.548, 0.204, 0.217, 0.325, 0.694, 0.268, 0.396, 0.559, -0.199, 0.485, 0.381, 0.320, 0.375, 0.558], "charge": 2, "multiplicity": 1, "gap_ha": 0.236, "e_homo_ev": -13.34}

Entry Q
{"formula": "C32H46HfIN5O2Si", "method": "the ωB97M-V functional and the def2-TZVPD basis", "symbols": ["Hf", "C", "C", "C", "C", "C", "C", "N", "N", "C", "C", "C", "C", "C", "C", "H", "H", "H", "H", "H", "H", "H", "H", "H", "N", "C", "O", "C", "I", "H", "H", "H", "H", "N", "C", "O", "C", "C", "C", "N", "C", "C", "H", "H", "H", "H", "H", "H", "C", "C", "C", "C", "Si", "C", "C", "C", "C", "C", "C", "C", "C", "H", "H", "H", "H", "H", "H", "H", "H", "H", "H", "H", "H", "H", "H", "H", "H", "H", "H", "H", "H", "H", "H", "H", "H", "H", "H", "H"], "xyz": [[-0.646, 0.200, 0.407], [0.630, -4.723, -2.544], [0.904, -3.365, -2.647], [0.577, -2.511, -1.612], [-0.002, -3.019, -0.442], [-0.286, -4.386, -0.349], [0.021, -5.224, -1.401], [-0.316, -2.113, 0.579], [-0.925, -2.614, 1.592], [-1.334, -1.802, 2.606], [-1.773, -2.483, 3.761], [-2.141, -1.762, 4.874], [-2.170, -0.374, 4.806], [-1.815, 0.291, 3.633], [-1.333, -0.373, 2.505], [0.881, -5.383, -3.359], [1.357, -2.970, -3.544], [0.750, -1.441, -1.710], [-0.762, -4.760, 0.543], [-0.221, -6.273, -1.337], [-1.780, -3.563, 3.757], [-2.411, -2.266, 5.788], [-2.467, 0.198, 5.673], [-1.891, 1.372, 3.637], [3.998, 0.488, -0.592], [2.943, -0.120, -0.072], [1.777, 0.119, -0.426], [3.227, -1.103, 1.031], [2.112, -0.395, 2.744], [3.896, 1.157, -1.341], [4.936, 0.279, -0.287], [4.280, -1.146, 1.298], [2.853, -2.099, 0.789], [2.023, 7.354, 0.478], [2.229, 6.386, 1.387], [2.951, 6.485, 2.348], [1.547, 5.064, 1.125], [0.928, 4.399, 2.182], [0.452, 3.119, 1.982], [0.570, 2.458, 0.820], [1.183, 3.100, -0.183], [1.671, 4.390, -0.088], [2.454, 8.250, 0.657], [1.348, 7.287, -0.264], [0.838, 4.876, 3.147], [-0.014, 2.568, 2.790], [1.302, 2.534, -1.098], [2.164, 4.850, -0.931], [-1.749, 0.077, -4.107], [-1.969, 1.329, -3.253], [-3.026, 2.174, -3.968], [-0.636, 2.090, -3.219], [-2.536, 0.865, -1.411], [-3.767, -0.699, -1.335], [-4.181, -0.954, 0.121], [-3.054, -1.975, -1.801], [-5.029, -0.534, -2.186], [-3.286, 2.445, -0.436], [-3.130, 2.240, 1.083], [-4.771, 2.682, -0.729], [-2.520, 3.731, -0.773], [-1.317, 0.357, -5.066], [-2.691, -0.419, -4.317], [-1.068, -0.630, -3.638], [-2.724, 2.348, -5.000], [-3.165, 3.143, -3.501], [-3.983, 1.662, -3.985], [-0.318, 2.322, -4.234], [0.149, 1.482, -2.758], [-0.718, 3.034, -2.688], [-3.309, -1.083, 0.776], [-4.767, -1.871, 0.176], [-4.801, -0.155, 0.513], [-2.112, -2.118, -1.269], [-2.853, -1.976, -2.865], [-3.688, -2.837, -1.597], [-5.619, 0.321, -1.875], [-5.655, -1.421, -2.096], [-4.782, -0.414, -3.236], [-3.532, 1.286, 1.421], [-3.684, 3.022, 1.603], [-2.078, 2.326, 1.386], [-5.379, 1.886, -0.309], [-4.966, 2.747, -1.795], [-5.095, 3.616, -0.273], [-1.443, 3.610, -0.643], [-2.840, 4.536, -0.112], [-2.713, 4.057, -1.789]], "mulliken_charge": [0.113, -0.596, -1.256, 0.769, -0.467, -0.343, -0.762, 1.069, -0.514, 0.229, -0.495, -0.748, -0.889, -0.119, 0.807, 0.462, 0.468, 0.476, 0.501, 0.456, 0.545, 0.440, 0.492, 0.325, -0.313, 0.407, -0.739, -0.823, 0.240, 0.248, 0.214, 0.588, 0.184, -0.356, -0.034, -0.552, 0.362, -0.890, -0.244, 0.448, -0.475, -0.720, 0.249, 0.208, 0.550, 0.347, 0.423, 0.565, -1.926, 2.588, -1.659, -1.626, -0.994, 2.444, -2.160, -2.430, -1.571, 2.784, -1.647, -1.890, -1.784, 0.643, 0.361, 0.258, 0.565, 0.286, 0.326, 0.617, 0.088, 0.373, 0.578, 0.629, 0.327, 0.663, 0.308, 0.633, 0.319, 0.551, 0.324, 0.301, 0.654, -0.090, 0.426, 0.336, 0.565, 0.090, 0.567, 0.320], "charge": 2, "multiplicity": 1, "gap_ha": 0.240, "e_homo_ev": -13.71}

Stability ranking, top and bottom: entry P is the most stable and entry Q is the least stable.

Entry P
{"formula": "C5H4FN", "method": "the ωB97M-V functional and the def2-TZVPD basis", "symbols": ["C", "C", "C", "N", "H", "H", "H", "C", "C", "F", "H"], "xyz": [[1.857, 1.362, 1.041], [1.605, 0.352, 0.212], [1.444, -0.793, -0.285], [1.081, -1.884, -0.641], [1.209, 1.396, 1.947], [2.525, 2.161, 0.777], [0.348, -2.317, -0.066], [-1.593, -1.147, 1.169], [-2.375, -0.334, 0.736], [-3.212, 0.211, -0.098], [-0.818, -1.476, 1.898]], "mulliken_charge": [-0.660, -0.173, 0.668, -0.613, 0.230, 0.262, 0.305, -0.358, 0.155, -0.196, 0.380], "smiles": "C=C=C=N.C#CF", "multiplicity": 1, "gap_ha": 0.320, "e_homo_ev": -8.79}

Entry Q
{"formula": "C5H4FN", "method": "the ωB97M-V functional and the def2-TZVPD basis", "symbols": ["C", "C", "C", "N", "H", "H", "H", "C", "C", "F", "H"], "xyz": [[1.462, -1.262, -1.136], [0.321, -0.575, -1.188], [-0.882, -0.171, -1.227], [-1.931, 0.428, -1.486], [1.820, -1.534, -0.255], [2.018, -1.378, -2.013], [-2.632, 0.580, -0.737], [-0.476, 1.481, 2.062], [0.252, 0.527, 1.888], [1.024, -0.513, 1.920], [-0.974, 2.418, 2.171]], "mulliken_charge": [-0.782, -0.161, 0.640, -0.569, 0.330, 0.265, 0.285, -0.158, 0.024, -0.229, 0.356], "smiles": "C=C=C=N.C#CF", "multiplicity": 1, "gap_ha": 0.317, "e_homo_ev": -8.79}

Stability ranking, top and bottom: entry Q is the most stable and entry P is the least stable.